# C18H39N3O7

A cluster of 5 separate species, C18H39N3O7 in total in a non-equilibrium geometry (ωB97M-V with the def2-TZVPD basis set, the Open Molecules 2025 dataset).

The SMILES is COCCCCCCCC[C@@](C#N)(CC#N)CON=O.CO.CO.CO.CO. For the lowest unoccupied orbital energy, the calculation gives -0.0268 hartree. The total charge is 0. The electronic energy is -38086.4918 eV. The value obtained for the HOMO energy is -9.40 eV. Its largest force on an atom is 12.7 eV/A.

```
67
Properties=species:S:1:pos:R:3:forces:R:3
C -3.222104 -2.400784 1.405489 0.3 -0.2 -0.4
O -3.854967 -2.561825 0.075658 1.7 -1.4 0.4
C -3.127159 -3.642194 -0.623961 1.0 -0.7 0.0
C -1.759569 -3.162627 -1.390666 -0.2 0.4 -0.1
C -1.981166 -2.016031 -2.547566 -0.4 0.2 0.5
C -2.368807 -0.530554 -1.957565 0.5 0.6 -0.6
C -1.236937 0.059729 -0.923424 -0.8 -0.2 0.9
C -1.202575 1.706079 -0.918621 0.6 -0.3 -0.1
C 0.361332 2.297870 -0.915886 -0.9 0.8 -1.1
C 0.697005 3.209593 0.404391 0.6 0.4 -0.3
C 1.369258 2.394555 1.660225 0.1 0.5 0.8
C 1.064252 3.326030 3.015625 -1.1 5.9 6.6
N 0.864762 4.156025 4.017628 1.9 -8.0 -9.5
C 0.687013 0.929717 1.972966 0.2 -0.6 0.9
C 1.557232 -0.355167 1.406336 4.9 -7.0 -1.4
N 2.303359 -1.401019 1.114624 -7.3 10.0 2.8
C 3.037922 2.317067 1.581135 0.2 1.4 2.4
O 3.550513 2.237570 0.204168 -1.6 1.4 2.3
N 4.157439 1.046804 0.012505 -2.1 -3.1 -3.6
O 3.605408 0.509034 -0.944492 2.5 1.3 2.9
H -3.358102 -3.389606 2.025771 0.1 2.0 -1.1
H -2.065387 -2.238921 1.256688 -2.5 -0.1 0.4
H -3.720811 -1.482750 1.942847 1.0 -1.9 -1.1
H -3.801690 -4.202530 -1.398828 0.9 1.4 1.5
H -2.790690 -4.442493 0.190102 -0.7 1.5 -1.7
H -0.995132 -2.757945 -0.599429 -1.4 -0.7 -1.5
H -1.282165 -4.108720 -1.897806 -0.9 1.7 1.0
H -0.979883 -1.900468 -3.152669 -2.0 -0.3 1.1
H -2.848873 -2.344903 -3.272497 1.8 0.5 1.3
H -2.384744 0.215568 -2.889075 0.0 -1.6 1.9
H -3.431272 -0.475097 -1.458773 2.2 -0.4 -1.0
H -1.556844 -0.281986 0.162898 0.7 0.5 -2.1
H -0.181499 -0.420947 -1.119974 -2.0 1.1 0.2
H -1.727930 2.184784 0.024191 0.8 -1.2 -1.9
H -1.789734 2.063907 -1.876567 1.4 -0.5 2.1
H 1.159080 1.463928 -1.155820 -1.6 1.7 0.8
H 0.395691 3.041651 -1.848992 0.1 -1.5 2.1
H -0.261582 3.768193 0.810467 1.9 -1.3 -1.0
H 1.475885 4.046325 0.066619 -1.6 -1.8 0.9
H 0.669480 0.823365 3.161786 0.2 -0.1 -2.7
H -0.438293 0.888495 1.636945 2.5 -0.1 0.3
H 3.473222 1.466482 2.297025 -1.0 1.6 -1.9
H 3.405508 3.337110 2.080654 -0.7 -2.1 -1.4
C 1.086554 -4.849576 0.164928 0.1 0.2 0.0
O 1.439235 -4.517949 1.495279 0.1 0.3 0.4
H 0.725335 -5.880361 0.139503 0.1 0.1 0.1
H 0.295338 -4.179938 -0.181038 0.1 -0.3 -0.2
H 1.964299 -4.757419 -0.479525 -0.1 -0.1 -0.2
H 1.755705 -3.598593 1.486340 -0.1 -0.4 0.0
C 5.348643 0.498296 -3.248685 0.0 0.2 -0.1
O 5.735935 0.822901 -4.571120 0.3 0.4 -0.3
H 4.906807 -0.500899 -3.242945 0.1 0.2 -0.1
H 6.226251 0.509939 -2.597687 -0.1 -0.1 0.3
H 4.610407 1.222750 -2.895947 0.0 -0.2 0.1
H 6.124177 1.713977 -4.544647 -0.2 -0.6 -0.1
C -1.916216 5.761377 -1.506391 -0.2 0.1 0.0
O -2.289718 4.480933 -1.980896 -0.4 -0.2 -0.2
H -0.846585 5.759770 -1.283837 -0.2 -0.1 -0.1
H -2.125318 6.510704 -2.273798 0.1 0.2 0.2
H -2.475229 5.990962 -0.595872 0.1 0.2 0.0
H -3.242995 4.513015 -2.169791 0.6 -0.1 0.1
C -1.538517 -1.915887 4.724159 0.2 -0.2 0.1
O -1.622187 -2.396921 3.395325 0.5 -0.2 0.3
H -2.153176 -1.017347 4.816161 0.1 -0.1 -0.1
H -1.907941 -2.679467 5.413073 0.0 0.2 0.2
H -0.499964 -1.669832 4.958926 0.0 0.1 0.3
H -1.067285 -3.193748 3.344355 -0.2 0.4 -0.1
```
Positions in Å, forces in eV/Å.

# BrIO2S2

An isolated molecule of BrIO2S2 in a non-equilibrium geometry (ωB97M-V with the def2-TZVPD basis set, the Open Molecules 2025 dataset).

For the lowest unoccupied orbital energy (alpha / beta), the calculation gives -0.0958 / -0.1004 hartree. The total charge is 0. The value obtained for the relative energy (zero: lowest compared OMol25 entry of this formula, charge and spin) is 167.0 kJ/mol. The electronic energy is -103905.5031 eV. The value obtained for the HOMO energy (alpha / beta) is -8.53 / -9.45 eV. Its largest force on an atom is 1.0 eV/A.

```
6
Properties=species:S:1:pos:R:3:forces:R:3
O -0.684565 1.079910 -1.604767 -0.5 0.5 -0.8
O 0.363121 -0.731355 1.756254 -0.2 -0.2 1.0
S -1.387183 0.202109 -0.643483 0.4 0.0 0.1
S 0.527330 -0.450888 0.368448 0.4 -0.3 -0.1
Br 1.931167 -2.168935 -0.349080 0.0 0.1 -0.1
I 1.899601 1.531457 0.053226 0.0 -0.1 0.0
```
Positions in Å, forces in eV/Å.

# C4H8O2S

An isolated molecule of C4H8O2S in a non-equilibrium geometry (ωB97M-V with the def2-TZVPD basis set, the Open Molecules 2025 dataset).

The SMILES is CO[C@@H]1COCS1. For the lowest unoccupied orbital energy, the calculation gives 0.0309 hartree. The total charge is 0. The value obtained for the relative energy (zero: lowest compared OMol25 entry of this formula, charge and spin) is 220.4 kJ/mol. The electronic energy is -19206.1136 eV. The value obtained for the HOMO energy is -8.87 eV. Its largest force on an atom is 4.9 eV/A.

```
15
Properties=species:S:1:pos:R:3:forces:R:3
C 2.041098 -1.385398 0.002968 -2.3 0.3 1.2
C 0.114976 -0.094888 0.482855 1.5 -0.2 1.0
C -1.403260 0.039653 0.704487 2.1 -1.3 -1.5
C -1.147711 1.436606 -1.056584 -4.2 0.8 -2.5
H 2.221395 -1.478735 1.064657 1.0 -0.3 0.3
H 2.430530 -0.472722 -0.366598 0.8 0.8 -0.6
H 2.249155 -2.225304 -0.590091 1.0 -1.1 -0.5
H 0.686263 0.158955 1.412369 -0.5 -0.6 -0.3
H -1.599978 0.735602 1.441156 -0.2 1.6 1.9
H -1.795485 -0.892456 0.922512 -0.8 -1.9 0.9
H -1.607945 2.389228 -0.728158 0.4 -0.2 -0.2
H -1.309796 1.387877 -2.193312 0.4 -0.1 1.6
O 0.613195 -1.336506 -0.053603 -1.7 1.4 0.2
O -1.979248 0.394916 -0.489415 0.7 1.0 -1.7
S 0.486811 1.343171 -0.553241 1.9 -0.2 0.3
```
Positions in Å, forces in eV/Å.

# C30H28F5N4O3Pd

A structure of composition C30H28F5N4O3Pd (ωB97M-V with the def2-TZVPD basis set, the Open Molecules 2025 dataset).

For the lowest unoccupied orbital energy (alpha / beta), the calculation gives -0.4561 / -0.4560 hartree. The total charge is +3. The value obtained for the relative energy (zero: lowest compared OMol25 entry of this formula, charge and spin) is 101.3 kJ/mol. The electronic energy is -60705.9462 eV. The value obtained for the HOMO energy (alpha / beta) is -15.48 / -15.48 eV. Its largest force on an atom is 0.5 eV/A.

```
71
Properties=species:S:1:pos:R:3:forces:R:3
Pd 0.482894 1.465970 -0.770618 -0.5 0.0 0.0
C -4.131702 2.126383 4.400547 0.0 0.0 0.0
C -2.916500 1.905766 3.548539 0.0 0.0 0.0
C -1.869062 1.105796 3.944283 0.0 0.0 0.0
C -0.694039 0.960082 3.177360 0.0 0.0 -0.1
C 0.438220 0.265788 3.692932 0.0 0.0 0.0
N 0.441924 -0.800983 4.440630 0.0 0.0 0.0
C -0.658343 -1.755624 4.707132 0.0 0.0 0.0
C -1.329160 -2.232457 3.418180 0.1 0.0 0.0
C -0.339663 -2.913933 2.461526 0.1 0.0 0.0
N -0.561723 -2.513041 1.077415 -0.1 0.0 0.0
C -0.797470 -3.286423 0.064963 0.2 0.0 0.1
C -0.846794 -2.816812 -1.279134 0.0 0.0 -0.1
C -1.022997 -3.733343 -2.316967 0.0 0.0 0.2
C -0.987758 -3.354125 -3.653810 0.0 -0.1 -0.1
C -1.183965 -4.346849 -4.759391 0.1 0.0 0.0
C -0.718392 -2.015757 -3.928967 0.0 0.0 0.0
C -0.533876 -1.043422 -2.945482 0.0 0.0 0.1
C -0.224592 0.288505 -3.408197 0.0 0.0 -0.1
N 0.209758 1.323606 -2.779639 0.2 0.2 0.3
C 0.443949 2.549521 -3.574869 0.0 0.0 0.0
C 0.307365 3.796693 -2.717000 0.0 0.0 0.0
C -0.996908 3.810437 -1.936768 0.0 0.0 0.0
N -0.877630 2.957328 -0.738744 0.2 -0.2 -0.2
C -1.670500 3.131628 0.243824 0.0 0.0 0.2
C -1.662647 2.404827 1.496049 0.1 -0.1 -0.1
C -2.777952 2.543993 2.311901 0.0 0.0 0.1
C -0.550591 1.617234 1.918378 -0.1 0.1 0.0
O 0.541591 1.455892 1.237564 0.1 -0.1 -0.1
C -0.689091 -1.407952 -1.560428 0.1 0.1 0.0
O -0.713526 -0.552632 -0.629536 0.0 -0.1 0.0
H -4.156976 1.438121 5.242933 0.0 0.0 0.0
H -5.045491 1.993300 3.821843 0.0 0.0 0.0
H -4.142258 3.141816 4.799117 0.0 0.0 0.0
H -1.921931 0.634447 4.917110 0.0 0.0 0.0
H 1.420659 0.660466 3.449253 0.0 0.0 0.0
H 1.339776 -1.065981 4.825005 0.0 0.0 0.0
H -1.386907 -1.320898 5.386677 0.0 0.0 0.0
H -0.197040 -2.589626 5.234161 0.0 0.0 0.0
H -1.795958 -1.386533 2.912939 0.0 0.0 0.0
H -2.134689 -2.913842 3.690093 0.0 0.0 0.0
H -0.369869 -4.000641 2.526291 -0.1 0.0 0.0
H 0.680179 -2.602498 2.699009 0.0 -0.1 0.0
H -0.475601 -1.518000 0.828887 -0.1 0.0 0.0
H -0.893653 -4.352516 0.253768 0.0 0.0 0.0
H -1.187685 -4.778590 -2.077416 0.0 0.0 0.0
H -1.694729 -5.240881 -4.408704 0.0 0.0 0.0
H -0.221327 -4.656717 -5.173036 0.0 0.0 0.0
H -1.759903 -3.915713 -5.577378 0.0 0.0 0.0
H -0.639013 -1.722881 -4.971162 0.0 0.0 0.0
H -0.360090 0.410604 -4.484597 0.0 0.0 0.0
H -0.277125 2.575007 -4.394592 0.0 0.0 0.0
H 1.444373 2.494414 -4.009250 0.0 0.0 0.0
H 0.374617 4.676829 -3.355647 -0.1 0.0 -0.1
H 1.137761 3.863685 -2.008464 0.0 0.1 0.0
H -1.820572 3.424824 -2.543845 0.0 0.0 0.0
H -1.250227 4.824636 -1.629060 0.0 0.0 0.1
H -2.430717 3.906659 0.143345 0.0 0.0 0.0
H -3.585840 3.182270 1.969183 0.0 0.0 0.0
F 7.380439 0.501576 -1.501375 0.0 0.0 0.0
C 6.119221 0.415842 -1.301879 -0.1 0.0 0.0
C 5.274671 1.424251 -1.848138 0.0 0.0 0.0
F 5.821565 2.400566 -2.522984 0.0 0.0 0.0
C 3.932978 1.336981 -1.657187 0.1 -0.1 0.0
F 3.125045 2.239775 -2.150057 0.0 0.0 0.0
C 3.342886 0.230846 -0.898046 0.1 0.0 0.2
O 2.130472 0.069422 -0.738413 -0.2 -0.1 -0.4
C 4.277185 -0.756852 -0.333535 0.1 0.1 0.0
F 3.757815 -1.731021 0.357763 0.0 0.0 0.0
C 5.618478 -0.673639 -0.544103 -0.1 0.0 0.0
F 6.458630 -1.555573 -0.070162 0.0 0.0 0.0
```
Positions in Å, forces in eV/Å.

# C2H4N4

An isolated molecule of C2H4N4 in a non-equilibrium geometry (ωB97M-V with the def2-TZVPD basis set, the Open Molecules 2025 dataset).

For the lowest unoccupied orbital energy (alpha / beta), the calculation gives -0.0263 / -0.0263 hartree. The total charge is 0. The value obtained for the relative energy (zero: lowest compared OMol25 entry of this formula, charge and spin) is 616.9 kJ/mol. The electronic energy is -8092.9203 eV. The value obtained for the HOMO energy (alpha / beta) is -9.21 / -9.20 eV. Its largest force on an atom is 4.4 eV/A.

```
10
Properties=species:S:1:pos:R:3:forces:R:3
C 1.214736 0.070087 -0.413533 1.6 -1.1 4.0
C 0.384880 -0.746157 0.567035 1.5 1.2 -1.5
N -1.001025 -1.112915 0.009442 0.6 -2.4 -0.8
N -1.606295 -0.139626 -0.209449 -2.5 -1.4 -1.1
N -1.608876 0.965470 0.254355 1.1 3.9 0.6
N 0.573262 0.578781 0.845638 -0.3 -0.2 0.2
H 2.360915 0.001669 -0.293758 -2.0 0.1 -0.7
H 0.739896 0.349595 -1.277181 -0.6 0.7 -2.3
H 0.699421 -1.672803 0.974880 0.4 -0.2 1.1
H -1.756914 1.705902 -0.457429 0.1 -0.4 0.5
```
Positions in Å, forces in eV/Å.

# C5H5NOS

An isolated molecule of C5H5NOS in a non-equilibrium geometry (ωB97M-V with the def2-TZVPD basis set, the Open Molecules 2025 dataset).

The SMILES is Cc1nc(=S)cco1. For the lowest unoccupied orbital energy, the calculation gives -0.0140 hartree. The total charge is 0. The value obtained for the relative energy (zero: lowest compared OMol25 entry of this formula, charge and spin) is 144.2 kJ/mol. The electronic energy is -19637.4976 eV. The value obtained for the HOMO energy is -8.44 eV. Its largest force on an atom is 3.7 eV/A.

```
13
Properties=species:S:1:pos:R:3:forces:R:3
C 1.623472 -0.905021 -1.253192 1.7 1.3 0.5
C 0.571459 -0.211634 -0.398748 0.6 0.2 -0.1
C -0.380669 1.545667 0.843168 1.4 0.7 -1.1
C -1.495177 0.676139 0.987888 -2.2 0.6 3.0
C -1.490830 -0.574138 0.568834 -0.6 -2.1 -1.0
H 1.116006 -1.333301 -2.118552 0.2 -0.3 0.2
H 2.355982 -0.090274 -1.641611 -1.2 -1.5 0.8
H 2.224377 -1.688560 -0.641895 -1.2 1.3 -1.1
H -2.269365 0.979319 1.730631 0.5 -0.2 -0.9
H -2.174720 -1.470045 0.700917 0.5 1.9 0.2
N 0.681215 0.951732 0.115051 0.4 0.2 -0.1
O -0.512567 -0.996432 -0.259522 0.3 -0.8 -0.2
S -0.249181 3.116548 1.367030 -0.3 -1.3 -0.2
```
Positions in Å, forces in eV/Å.

# C17H34IrO2P2

A structure of composition C17H34IrO2P2 in a non-equilibrium geometry (ωB97M-V with the def2-TZVPD basis set, the Open Molecules 2025 dataset).

For the lowest unoccupied orbital energy (alpha / beta), the calculation gives -0.2718 / -0.3371 hartree. Its spin multiplicity is 6. The total charge is +2. The value obtained for the relative energy (zero: lowest compared OMol25 entry of this formula, charge and spin) is 369.8 kJ/mol. The electronic energy is -43662.2002 eV. The value obtained for the HOMO energy (alpha / beta) is -12.63 / -15.83 eV. Its largest force on an atom is 10.8 eV/A.

```
56
Properties=species:S:1:pos:R:3:forces:R:3
P 2.354406 -0.313383 0.897012 -1.1 1.4 3.3
P -1.835338 -1.804525 -1.346289 0.7 -0.1 2.7
C -0.500129 -0.485850 1.014401 -2.5 -1.4 0.0
C -1.688887 -1.268874 0.571461 0.4 1.0 -0.3
H -0.738783 0.619330 0.977028 -0.9 0.1 0.8
H -0.108095 -0.620390 1.981440 0.1 -0.6 1.2
H -1.697155 -2.177338 1.156405 -0.4 -0.4 -0.5
H -2.624582 -0.751874 0.775821 -0.1 0.1 0.0
C -2.406044 -0.946757 -2.897170 0.5 0.6 -1.7
H -2.548080 -1.742009 -3.695736 0.1 0.5 1.2
H -1.672736 -0.225255 -3.384050 -0.7 -1.2 0.8
H -3.389681 -0.392265 -2.815373 1.0 -0.8 0.5
C -3.320256 -2.742142 -0.870433 -0.5 -1.7 -0.2
H -4.299832 -2.276280 -1.174634 1.2 -0.3 0.0
H -3.350480 -2.914493 0.238942 0.0 0.1 -1.3
H -3.193643 -3.723034 -1.380397 -0.7 0.4 0.4
C 3.577070 0.862656 0.591852 2.0 2.6 0.0
H 4.582907 0.592161 0.909018 0.0 -0.3 0.2
H 3.357734 1.865059 1.064115 0.2 -1.2 -0.3
H 3.675640 1.082055 -0.476675 0.1 -0.3 0.0
C 2.449772 -0.615651 2.765193 -0.3 -0.4 -0.3
H 1.784636 -1.470970 3.086981 0.8 0.9 -0.4
H 2.144434 0.301940 3.338018 0.3 -0.9 -0.7
H 3.514208 -0.854133 3.004790 -0.8 0.1 -0.1
Ir 0.417530 0.528453 -0.428501 2.1 -10.5 -1.1
C -1.767728 1.716922 -0.205789 -4.6 -0.1 2.0
C -0.941553 1.452789 -1.341729 -3.1 3.1 -1.9
C -0.430512 2.716861 -1.945850 -0.1 0.6 -1.7
C 0.600048 3.287599 -1.025711 1.3 1.2 0.2
C 1.134292 2.198084 -0.141055 3.2 5.9 -1.6
C 0.819733 2.066100 1.192987 -0.8 1.4 2.8
C -0.436351 2.703603 1.794256 0.4 0.1 0.1
C -1.656636 2.775882 0.851980 -0.7 0.7 0.4
C 2.768634 -1.654093 -0.052561 3.2 -2.3 -0.5
H -2.754819 1.125966 -0.080655 1.8 0.9 -0.5
H -1.452650 0.790161 -2.043867 0.4 0.3 0.2
H -1.207624 3.460875 -2.167836 0.0 -0.3 0.0
H 0.028333 2.446653 -2.897387 0.1 0.2 -0.1
H 1.482595 3.617325 -1.587256 -0.4 0.4 0.0
H 0.279499 4.121650 -0.415694 -0.2 0.2 -0.1
H 2.033385 1.787447 -0.615139 0.6 1.3 0.6
H 1.478276 1.734007 1.994455 0.1 0.0 -0.6
H -0.203484 3.722720 2.161050 0.1 -0.4 -0.2
H -0.731801 2.153349 2.710009 0.3 0.1 -0.4
H -2.535718 2.687461 1.532345 0.5 0.1 -0.7
H -1.735056 3.794166 0.428133 0.1 -0.4 0.0
H 2.381547 -2.626086 0.212750 0.0 0.1 0.2
H 3.910671 -1.701763 0.018340 -1.3 -0.3 -0.3
H 2.525702 -1.442719 -1.073642 0.0 0.0 -0.8
C 0.164357 -3.667613 0.680505 0.0 -0.4 -1.2
O 0.756759 -3.631473 -0.743758 -2.3 1.5 2.4
C 0.262758 -2.629799 -1.500315 -0.2 -1.9 -5.0
O 0.693317 -2.483141 -2.639663 -1.2 0.7 3.5
H -0.936731 -3.721596 0.594171 0.8 -0.2 -0.1
H 0.481749 -2.753890 1.204977 -0.1 -0.5 -0.2
H 0.504395 -4.573880 1.198733 0.2 0.3 -0.6
```
Positions in Å, forces in eV/Å.

Q: Which of these has the highest largest force on an atom?
A: C18H39N3O7